No. 1
The following is a quantum chemistry calculation of 9 unconnected molecules or ions with the total composition C7H33NO8 in a non-equilibrium geometry, from the Open Molecules 2025 dataset.

Calculated values
Multiplicity: 2
F_max, Eh/bohr: 0.057
Total energy, a.u.: -942.85206
ΔE to the lowest compared entry with this formula, charge and spin, kJ/mol: 78.8
Orbital gap (alpha / beta), eV: 10.901 / 5.882
HOMO energy (alpha / beta), eV: -13.6 / -13.6
Charge: +1
LUMO level (alpha / beta), Eh: -0.101 / -0.285

Geometry (Å):
C -1.8982 2.0293 1.0735
N -0.6706 1.2167 1.1609
C 0.1887 1.0826 0.0271
C 1.0023 -0.2259 0.0412
C 0.1833 -1.4765 0.4041
C 1.0880 -2.7134 0.5181
C 1.2282 2.2409 0.0337
C -3.1231 1.1908 1.3151
H -1.8851 2.5421 0.1113
H -1.6604 2.8329 1.7893
H -0.8645 0.3458 1.6610
H -0.3103 1.0907 -0.9511
H 1.3973 -0.3394 -0.9620
H 1.8768 -0.2066 0.7001
H -0.4481 -1.4332 1.2910
H -0.4542 -1.6284 -0.4769
H 0.4800 -3.5322 0.9043
H 1.5837 -3.0426 -0.3953
H 1.9117 -2.5033 1.2060
H 0.7706 3.2290 0.1352
H 1.6278 2.3318 -0.9739
H 2.0177 2.0642 0.7513
H -3.0593 0.2367 0.7938
H -3.3804 1.0242 2.3625
H -3.9821 1.7426 0.9281
H -1.2004 1.3623 -3.1500
H -2.2286 2.0793 -2.2924
O -2.1096 1.7384 -3.1852
H 2.5994 1.2014 2.8619
H 4.0563 0.8004 2.4638
O 3.3876 0.7065 3.1484
H 0.1159 -0.4718 -3.9197
H -1.1745 -0.6627 -3.0827
O -0.2704 -0.3152 -3.0465
H 1.1262 -4.9006 -2.0110
H 0.5023 -3.5279 -2.0774
O 0.5860 -4.3392 -2.5910
H 0.9233 2.3141 4.0611
H 0.6202 2.3189 2.5511
O 1.3178 2.4980 3.1949
H 2.1430 -1.5999 -2.8504
H 1.6338 -2.8028 -3.6544
O 1.8813 -1.8693 -3.7337
H -3.4294 -1.5767 -1.7522
H -3.3031 -0.8513 -3.1058
O -2.9351 -1.5710 -2.5763
H 0.6157 -0.0187 4.3671
H 0.1558 0.7146 5.6708
O -0.0667 0.5464 4.7433

Atoms 1-6, force components in eV/Å:
1.7 0.7 0.3
-2.0 -0.9 -1.9
2.5 -0.5 0.3
-0.4 -0.5 1.1
0.6 -0.4 -2.0
-0.1 0.2 0.7

---

No. 2
The following is a quantum chemistry calculation of a molecular structure, C7H33O11 in a non-equilibrium geometry, from the Open Molecules 2025 dataset.

Calculated values
F_max, Eh/bohr: 0.055
Total energy, a.u.: -1114.17275
ΔE to the lowest compared entry with this formula, charge and spin, kJ/mol: 0.0
Orbital gap, eV: 8.494
HOMO energy, eV: -5.9
Charge: -1
LUMO level, Eh: 0.097

Geometry (Å):
C -0.9303 1.2403 2.1975
O 0.0968 2.0099 1.5758
C -0.6832 -0.2437 1.8015
C -0.4532 -0.3950 0.2875
C -0.5446 -1.8995 -0.0739
C 0.3733 -2.6992 0.4750
C 0.3059 -4.1875 0.3544
C -1.6765 -2.4300 -0.9080
H -0.8194 1.3786 3.2782
H -1.8457 1.4958 1.6250
H 0.3012 -0.5551 2.1933
H -1.5400 -0.8231 2.1657
H 0.4453 0.1495 -0.0369
H -1.1990 0.0912 -0.3765
H 1.2913 -2.2815 0.8956
H -0.3588 -4.5890 -0.4510
H 1.2902 -4.6171 0.2343
H -0.1889 -4.6863 1.1826
H -2.2272 -3.1415 -0.2765
H -1.2996 -3.0987 -1.6737
H -2.5355 -1.8497 -1.2312
H 3.7545 -0.7714 0.7199
H 3.2522 -0.0437 1.9800
O 3.7938 -0.8146 1.6802
H 2.0795 1.5308 -1.3684
H 1.9980 1.2222 0.1063
O 2.2807 0.8242 -0.7335
H -0.3027 4.2245 0.1022
H -0.3828 2.7099 0.6698
O -0.7337 3.4115 -0.1941
H 2.4264 -1.7788 -2.5732
H 1.4098 -2.9068 -2.4594
O 1.5990 -2.0976 -2.9429
H -3.2042 2.0220 -0.2103
H -2.4051 3.2938 -0.1480
O -3.3491 2.9746 -0.1826
H 2.6879 1.8354 2.9525
H 1.4559 1.4662 1.8021
O 2.4335 1.4186 2.1312
H -0.6396 -0.5558 -3.2032
H -1.4430 0.5598 -3.9745
O -1.4971 -0.3158 -3.5722
H -2.8533 -0.1044 -2.4434
H -3.3677 1.4100 -2.3890
O -3.4990 0.5215 -2.0601
H 1.7970 -1.9732 3.2809
H 0.3973 -1.8462 2.8925
O 0.9386 -2.3160 3.5769
H 0.2939 3.3032 -1.3847
H 0.1539 3.1291 -2.9004
O 0.8399 3.1454 -2.2279

Atoms 1-6, force components in eV/Å:
1.6 -0.7 -2.2
-0.4 0.0 0.1
0.2 1.2 -0.3
-1.3 -0.3 -1.4
1.0 1.7 0.5
-0.2 -0.5 -1.1